Record 1
Computed, not measured: a 6-piece molecular cluster, C45H98BIN6O13P overall, with ωB97M-V with the def2-TZVPD basis set.

Summary:
DFT total energy, eV: -101870.3662
Molar mass, g/mol: 1100.0
HOMO energy, eV: -9.95
Net charge: +1
Lowest unoccupied orbital energy, eV: -4.29
Frontier orbital gap, eV: 5.66

Bonds (Å) are listed after each position.
CARTESIAN COORDINATES (ANGSTROEM)
1 C -5.222 -2.197 2.889  C2 1.587, H38 1.126, H39 1.126, H40 1.120
2 C -5.944 -0.847 2.471  C1 1.587, C3 1.576, H41 1.126, H42 1.130
3 C -5.282 -0.083 1.262  C2 1.576, C4 1.577, H43 1.122, H44 1.130
4 C -3.710 0.022 1.323  C3 1.577, C5 1.597, H45 1.130, H46 1.130
5 C -3.157 1.233 0.442  C4 1.597, C6 1.575, H47 1.126, H48 1.121
6 C -3.828 1.250 -0.984  C5 1.575, C7 1.603, H49 1.129, H50 1.118
7 C -2.807 1.600 -2.169  C6 1.603, C8 1.548, H51 1.116, H52 1.129
8 C -1.534 0.719 -2.133  C7 1.548, C9 1.484, N28 1.388
9 C -1.652 -0.710 -2.517  C8 1.484, B10 1.619, C13 1.488
10 B -3.046 -1.421 -2.929  C9 1.619, C11 1.596, O12 1.409
11 C -3.891 -1.142 -4.254  B10 1.596, H53 1.120, H54 1.130, H55 1.124
12 O -3.568 -2.344 -2.001  B10 1.409, H56 0.976
13 C -0.442 -1.576 -2.532  C9 1.488, C14 1.567, C22 1.474
14 C -0.548 -3.089 -2.923  C13 1.567, O15 1.205, O16 1.382
15 O 0.054 -3.464 -3.897  C14 1.205
16 O -1.271 -4.001 -2.176  C14 1.382, C17 1.446
17 C -2.187 -4.780 -2.980  O16 1.446, P18 1.884, H57 1.129, H58 1.124
18 P -3.075 -6.092 -1.961  C17 1.884, O19 1.490, O20 1.667, O21 1.659
19 O -4.219 -6.526 -2.811  P18 1.490
20 O -3.733 -5.392 -0.598  P18 1.667, H59 0.980
21 O -2.122 -7.412 -1.644  P18 1.659, H60 0.983
22 C 0.844 -0.964 -2.152  C13 1.474, C23 1.565, C27 1.439
23 C 2.112 -1.881 -2.156  C22 1.565, I24 2.167, C25 1.614, H61 1.124
24 I 3.985 -0.794 -2.230  C23 2.167
25 C 2.011 -2.793 -0.829  C23 1.614, C26 1.591, H62 1.129, H63 1.124
26 C 2.277 -4.323 -1.175  C25 1.591, H64 1.117, H65 1.127, H66 1.121
27 C 0.836 0.422 -1.767  C22 1.439, N28 1.392, H67 1.119
28 N -0.300 1.227 -1.751  C8 1.388, C27 1.392, C29 1.483
29 C -0.074 2.623 -1.303  N28 1.483, C30 1.603, H68 1.113, H69 1.130
30 C 1.093 3.356 -2.120  C29 1.603, C31 1.578, H70 1.125, H71 1.130
31 C 2.243 3.851 -1.160  C30 1.578, C32 1.603, H72 1.130, H73 1.126
32 C 3.700 3.726 -1.813  C31 1.603, C33 1.595, H74 1.117, H75 1.121
33 C 4.698 3.592 -0.575  C32 1.595, O34 1.440, H76 1.129, H77 1.126
34 O 4.375 4.596 0.405  C33 1.440, C35 1.376
35 C 4.720 4.221 1.683  O34 1.376, C36 1.578, O37 1.211
36 C 4.152 5.034 2.910  C35 1.578, H78 1.118, H79 1.126, H80 1.127
37 O 5.478 3.317 1.953  C35 1.211
38 H -5.975 -3.031 2.815  C1 1.126
39 H -4.935 -2.100 3.973  C1 1.126
40 H -4.345 -2.460 2.245  C1 1.120
41 H -6.104 -0.163 3.351  C2 1.126
42 H -6.983 -1.134 2.132  C2 1.130
43 H -5.752 0.932 1.170  C3 1.122
44 H -5.538 -0.643 0.314  C3 1.130
45 H -3.233 -0.962 1.038  C4 1.130
46 H -3.378 0.207 2.387  C4 1.130
47 H -3.406 2.162 1.027  C5 1.126
48 H -2.039 1.143 0.437  C5 1.121
49 H -4.575 2.096 -1.001  C6 1.129
50 H -4.398 0.325 -1.249  C6 1.118
51 H -2.622 2.698 -2.248  C7 1.116
52 H -3.363 1.321 -3.111  C7 1.129
53 H -3.230 -1.100 -5.158  C11 1.120
54 H -4.379 -0.133 -4.119  C11 1.130
55 H -4.728 -1.877 -4.406  C11 1.124
56 H -3.246 -2.133 -1.104  O12 0.976
57 H -1.686 -5.306 -3.845  C17 1.129
58 H -3.016 -4.178 -3.443  C17 1.124
59 H -3.294 -5.829 0.160  O20 0.980
60 H -1.216 -7.119 -1.401  O21 0.983
61 H 2.086 -2.525 -3.078  C23 1.124
62 H 1.014 -2.624 -0.327  C25 1.129
63 H 2.772 -2.360 -0.124  C25 1.124
64 H 3.288 -4.587 -0.780  C26 1.117
65 H 1.481 -4.919 -0.644  C26 1.127
66 H 2.217 -4.493 -2.281  C26 1.121
67 H 1.815 0.882 -1.480  C27 1.119
68 H -0.995 3.241 -1.226  C29 1.113
69 H 0.328 2.542 -0.249  C29 1.130
70 H 1.461 2.727 -2.978  C30 1.125
71 H 0.665 4.285 -2.601  C30 1.130
72 H 2.308 3.272 -0.192  C31 1.130
73 H 2.126 4.941 -0.902  C31 1.126
74 H 3.966 4.658 -2.369  C32 1.117
75 H 3.799 2.820 -2.467  C32 1.121
76 H 4.560 2.537 -0.201  C33 1.129
77 H 5.765 3.747 -0.899  C33 1.126
78 H 3.157 5.499 2.704  C36 1.118
79 H 4.050 4.354 3.802  C36 1.126
80 H 4.925 5.804 3.193  C36 1.127
81 C 3.040 10.007 -0.659  C82 1.526, H87 1.091, H88 1.092, H89 1.093
82 C 2.343 9.112 0.360  C81 1.526, C83 1.540, N86 1.468, H90 1.095
83 C 2.626 9.501 1.823  C82 1.540, O84 1.420, H91 1.094, H92 1.097
84 O 3.911 9.123 2.295  C83 1.420, C85 1.418
85 C 4.961 9.997 1.917  O84 1.418, H93 1.093, H94 1.092, H95 1.092
86 N 2.707 7.715 0.096  C82 1.468, H96 1.018, H97 1.019
87 H 4.102 9.778 -0.761  C81 1.091
88 H 2.593 9.875 -1.647  C81 1.092
89 H 2.943 11.061 -0.389  C81 1.093
90 H 1.265 9.220 0.199  C82 1.095
91 H 1.913 8.965 2.457  C83 1.094
92 H 2.451 10.570 1.995  C83 1.097
93 H 4.635 11.040 1.880  C85 1.093
94 H 5.381 9.694 0.956  C85 1.092
95 H 5.755 9.911 2.662  C85 1.092
96 H 2.159 7.114 0.708  N86 1.018
97 H 3.663 7.583 0.424  N86 1.019
98 C 7.602 3.360 4.111  C99 1.527, H104 1.091, H105 1.090, H106 1.094
99 C 7.348 4.107 5.418  C98 1.527, C100 1.540, N103 1.469, H107 1.095
100 C 8.485 3.961 6.446  C99 1.540, O101 1.420, H108 1.094, H109 1.097
101 O 8.520 2.708 7.112  C100 1.420, C102 1.417
102 C 9.130 1.663 6.373  O101 1.417, H110 1.094, H111 1.092, H112 1.092
103 N 6.059 3.671 5.973  C99 1.469, H113 1.018, H114 1.019
104 H 7.436 2.286 4.202  C98 1.091
105 H 6.926 3.717 3.334  C98 1.090
106 H 8.626 3.519 3.760  C98 1.094
107 H 7.270 5.171 5.170  C99 1.095
108 H 8.323 4.704 7.233  C100 1.094
109 H 9.461 4.190 6.001  C100 1.097
110 H 9.959 2.024 5.758  C102 1.094
111 H 8.390 1.154 5.753  C102 1.092
112 H 9.520 0.932 7.083  C102 1.092
113 H 5.843 4.246 6.785  N103 1.018
114 H 6.199 2.742 6.367  N103 1.019
115 C -6.486 -6.898 -0.365  C116 1.526, H121 1.091, H122 1.088, H123 1.093
116 C -7.168 -7.414 0.900  C115 1.526, C117 1.539, N120 1.470, H124 1.093
117 C -7.737 -8.837 0.759  C116 1.539, O118 1.421, H125 1.095, H126 1.098
118 O -8.945 -8.922 0.016  C117 1.421, C119 1.417
119 C -8.774 -8.912 -1.390  O118 1.417, H127 1.094, H128 1.092, H129 1.092
120 N -8.206 -6.456 1.308  C116 1.470, H130 1.018, H131 1.019
121 H -7.199 -6.581 -1.128  C115 1.091
122 H -5.868 -6.033 -0.134  C115 1.088
123 H -5.838 -7.663 -0.802  C115 1.093
124 H -6.406 -7.446 1.683  C116 1.093
125 H -7.987 -9.199 1.762  C117 1.095
126 H -6.988 -9.532 0.356  C117 1.098
127 H -7.859 -9.426 -1.697  C119 1.094
128 H -8.779 -7.887 -1.767  C119 1.092
129 H -9.626 -9.428 -1.837  C119 1.092
130 H -8.584 -6.748 2.206  N120 1.018
131 H -8.992 -6.570 0.669  N120 1.019
132 C 3.071 5.742 -7.850  C133 1.526, H138 1.091, H139 1.092, H140 1.093
133 C 2.825 6.472 -6.534  C132 1.526, C134 1.540, N137 1.468, H141 1.094
134 C 3.961 6.300 -5.508  C133 1.540, O135 1.422, H142 1.094, H143 1.097
135 O 3.983 5.034 -4.860  C134 1.422, C136 1.418
136 C 4.582 3.995 -5.617  O135 1.418, H144 1.093, H145 1.092, H146 1.093
137 N 1.534 6.041 -5.984  C133 1.468, H147 1.018, H148 1.019
138 H 2.894 4.668 -7.773  C132 1.091
139 H 2.398 6.118 -8.623  C132 1.092
140 H 4.095 5.895 -8.199  C132 1.093
141 H 2.758 7.539 -6.766  C133 1.094
142 H 3.806 7.033 -4.711  C134 1.094
143 H 4.939 6.524 -5.950  C134 1.097
144 H 5.414 4.357 -6.226  C136 1.093
145 H 3.836 3.503 -6.244  C136 1.092
146 H 4.966 3.248 -4.918  C136 1.093
147 H 1.323 6.607 -5.164  N137 1.018
148 H 1.664 5.105 -5.604  N137 1.019
149 C -4.885 -9.881 3.839  C150 1.526, H155 1.091, H156 1.092, H157 1.093
150 C -4.121 -9.326 2.641  C149 1.526, C151 1.540, N154 1.468, H158 1.095
151 C -2.596 -9.507 2.741  C150 1.540, O152 1.421, H159 1.095, H160 1.097
152 O -1.952 -8.607 3.632  C151 1.421, C153 1.418
153 C -2.028 -8.973 5.000  O152 1.418, H161 1.093, H162 1.091, H163 1.092
154 N -4.486 -7.915 2.458  C150 1.468, H164 1.018, H165 1.020
155 H -4.824 -9.231 4.713  C149 1.091
156 H -5.945 -9.985 3.597  C149 1.092
157 H -4.510 -10.868 4.121  C149 1.093
158 H -4.457 -9.882 1.760  C150 1.095
159 H -2.168 -9.296 1.755  C151 1.095
160 H -2.329 -10.543 2.980  C151 1.097
161 H -1.997 -10.057 5.138  C153 1.093
162 H -2.929 -8.557 5.455  C153 1.091
163 H -1.170 -8.536 5.514  C153 1.092
164 H -4.059 -7.577 1.597  N154 1.018
165 H -4.012 -7.382 3.187  N154 1.020

Record 2
Computed, not measured: a 8-piece molecular cluster, C16H48O8S8 overall, with ωB97M-V with the def2-TZVPD basis set.

Summary:
DFT total energy, eV: -120424.9198
Molar mass, g/mol: 625.1
ΔE to the lowest compared entry with this formula, charge and spin, kJ/mol: 56.4
HOMO energy, eV: -8.22
Lowest unoccupied orbital energy, eV: -0.14
Frontier orbital gap, eV: 8.08

Bonds (Å) are listed after each position.
CARTESIAN COORDINATES (ANGSTROEM)
1 C 22.436 13.471 -22.455  S2 1.820, H5 1.090, H6 1.086, H7 1.092
2 S 22.539 15.123 -21.697  C1 1.820, O3 1.492, C4 1.810
3 O 21.712 16.053 -22.520  S2 1.492
4 C 21.576 14.692 -20.226  S2 1.810, H8 1.091, H9 1.091, H10 1.086
5 H 21.390 13.199 -22.597  C1 1.090
6 H 23.015 12.761 -21.873  C1 1.086
7 H 22.840 13.624 -23.458  C1 1.092
8 H 22.171 13.975 -19.659  C4 1.091
9 H 20.650 14.188 -20.504  C4 1.091
10 H 21.329 15.602 -19.685  C4 1.086
11 C 23.371 23.192 -25.619  S12 1.818, H15 1.090, H16 1.087, H17 1.088
12 S 24.782 24.040 -24.848  C11 1.818, O13 1.504, C14 1.826
13 O 24.165 25.050 -23.921  S12 1.504
14 C 25.182 22.608 -23.789  S12 1.826, H18 1.092, H19 1.084, H20 1.085
15 H 22.732 22.873 -24.795  C11 1.090
16 H 23.649 22.295 -26.167  C11 1.087
17 H 22.821 23.952 -26.169  C11 1.088
18 H 25.447 21.795 -24.467  C14 1.092
19 H 24.269 22.366 -23.257  C14 1.084
20 H 26.035 22.874 -23.175  C14 1.085
21 C 24.747 15.744 -29.770  S22 1.811, H25 1.088, H26 1.088, H27 1.092
22 S 23.872 16.289 -28.281  C21 1.811, O23 1.518, C24 1.812
23 O 24.094 15.101 -27.364  S22 1.518
24 C 25.125 17.479 -27.733  S22 1.812, H28 1.094, H29 1.089, H30 1.093
25 H 25.456 14.945 -29.562  C21 1.088
26 H 25.255 16.573 -30.259  C21 1.088
27 H 23.973 15.305 -30.401  C21 1.092
28 H 25.392 18.188 -28.522  C24 1.094
29 H 26.037 17.019 -27.357  C24 1.089
30 H 24.740 18.119 -26.935  C24 1.093
31 C 21.989 20.421 -23.504  S32 1.797, H35 1.089, H36 1.090, H37 1.087
32 S 20.731 19.863 -24.658  C31 1.797, O33 1.498, C34 1.805
33 O 20.814 20.860 -25.773  S32 1.498
34 C 21.420 18.324 -25.302  S32 1.805, H38 1.088, H39 1.093, H40 1.095
35 H 22.881 20.569 -24.109  C31 1.089
36 H 22.181 19.669 -22.737  C31 1.090
37 H 21.670 21.335 -23.010  C31 1.087
38 H 22.343 18.370 -25.877  C34 1.088
39 H 20.622 17.936 -25.940  C34 1.093
40 H 21.495 17.571 -24.510  C34 1.095
41 C 21.193 14.455 -25.722  S42 1.793, H45 1.094, H46 1.091, H47 1.092
42 S 20.575 13.172 -26.809  C41 1.793, O43 1.497, C44 1.814
43 O 20.062 13.920 -28.000  S42 1.497
44 C 22.214 12.494 -27.190  S42 1.814, H48 1.094, H49 1.088, H50 1.085
45 H 22.259 14.697 -25.767  C41 1.094
46 H 20.898 14.278 -24.687  C41 1.091
47 H 20.770 15.418 -26.017  C41 1.092
48 H 22.137 11.453 -27.514  C44 1.094
49 H 22.795 12.460 -26.270  C44 1.088
50 H 22.680 13.063 -27.988  C44 1.085
51 C 24.054 18.354 -20.342  S52 1.816, H55 1.093, H56 1.088, H57 1.092
52 S 24.521 18.154 -22.085  C51 1.816, O53 1.503, C54 1.825
53 O 25.166 19.451 -22.487  S52 1.503
54 C 25.863 16.949 -21.801  S52 1.825, H58 1.091, H59 1.090, H60 1.087
55 H 23.455 17.520 -19.968  C51 1.093
56 H 23.469 19.265 -20.235  C51 1.088
57 H 24.923 18.401 -19.682  C51 1.092
58 H 26.239 16.622 -22.772  C54 1.091
59 H 25.468 16.043 -21.342  C54 1.090
60 H 26.664 17.414 -21.231  C54 1.087
61 C 17.249 21.612 -29.809  S62 1.795, H65 1.092, H66 1.089, H67 1.090
62 S 18.392 22.939 -29.410  C61 1.795, O63 1.496, C64 1.821
63 O 17.668 23.905 -28.526  S62 1.496
64 C 19.532 22.007 -28.339  S62 1.821, H68 1.088, H69 1.087, H70 1.087
65 H 17.861 20.799 -30.205  C61 1.092
66 H 16.563 21.953 -30.582  C61 1.089
67 H 16.632 21.288 -28.971  C61 1.090
68 H 18.944 21.455 -27.609  C64 1.088
69 H 20.110 22.747 -27.790  C64 1.087
70 H 20.148 21.415 -29.010  C64 1.087
71 C 18.417 23.844 -25.244  S72 1.818, H75 1.089, H76 1.096, H77 1.087
72 S 17.466 23.497 -23.734  C71 1.818, O73 1.508, C74 1.807
73 O 16.018 23.812 -24.011  S72 1.508
74 C 17.638 21.700 -23.818  S72 1.807, H78 1.101, H79 1.086, H80 1.089
75 H 17.875 23.556 -26.144  C71 1.089
76 H 19.333 23.247 -25.176  C71 1.096
77 H 18.698 24.894 -25.265  C71 1.087
78 H 18.509 21.379 -23.225  C74 1.101
79 H 17.834 21.338 -24.823  C74 1.086
80 H 16.859 21.260 -23.197  C74 1.089

Record 3
Computed, not measured: an isolated molecule of C5H12N2, with ωB97M-V with the def2-TZVPD basis set.

Summary:
DFT total energy, eV: -8358.0405
Molar mass, g/mol: 100.2
ΔE to the lowest compared entry with this formula, charge and spin, kJ/mol: 202.2
HOMO energy, eV: -8.15
Structure (SMILES): C=C(CCN)NC
Lowest unoccupied orbital energy, eV: 1.06
Frontier orbital gap, eV: 9.21

Bonds (Å) are listed after each position.
CARTESIAN COORDINATES (ANGSTROEM)
1 C -0.263 -1.528 0.621  C2 1.480, N7 1.525, H8 1.085, H9 1.103
2 C -1.043 -0.558 -0.181  C1 1.480, C3 1.495, H10 1.095, H11 1.096
3 C -0.288 0.617 -0.715  C2 1.495, C4 1.333, N6 1.419
4 C -0.390 1.019 -1.982  C3 1.333, H12 1.092, H13 1.079
5 C 0.475 1.893 1.394  N6 1.470, H14 1.087, H15 1.098, H16 1.084
6 N 0.704 1.171 0.135  C3 1.419, C5 1.470, H17 1.003
7 N 1.030 -1.989 -0.043  C1 1.525, H18 1.011, H19 1.006
8 H 0.054 -1.334 1.640  C1 1.085
9 H -0.751 -2.510 0.741  C1 1.103
10 H -1.516 -1.054 -1.035  C2 1.095
11 H -1.917 -0.139 0.330  C2 1.096
12 H -1.024 0.423 -2.643  C4 1.092
13 H -0.103 1.938 -2.468  C4 1.079
14 H 1.394 1.784 1.964  C5 1.087
15 H -0.370 1.440 1.930  C5 1.098
16 H 0.215 2.908 1.117  C5 1.084
17 H 1.611 0.765 0.001  N6 1.003
18 H 0.972 -1.911 -1.049  N7 1.011
19 H 1.211 -2.936 0.242  N7 1.006

Please write out number 3 again, unchanged.
Computed, not measured: an isolated molecule of C5H12N2, with ωB97M-V with the def2-TZVPD basis set.

Summary:
DFT total energy, eV: -8358.0405
Molar mass, g/mol: 100.2
ΔE to the lowest compared entry with this formula, charge and spin, kJ/mol: 202.2
HOMO energy, eV: -8.15
Structure (SMILES): C=C(CCN)NC
Lowest unoccupied orbital energy, eV: 1.06
Frontier orbital gap, eV: 9.21

Bonds (Å) are listed after each position.
CARTESIAN COORDINATES (ANGSTROEM)
1 C -0.263 -1.528 0.621  C2 1.480, N7 1.525, H8 1.085, H9 1.103
2 C -1.043 -0.558 -0.181  C1 1.480, C3 1.495, H10 1.095, H11 1.096
3 C -0.288 0.617 -0.715  C2 1.495, C4 1.333, N6 1.419
4 C -0.390 1.019 -1.982  C3 1.333, H12 1.092, H13 1.079
5 C 0.475 1.893 1.394  N6 1.470, H14 1.087, H15 1.098, H16 1.084
6 N 0.704 1.171 0.135  C3 1.419, C5 1.470, H17 1.003
7 N 1.030 -1.989 -0.043  C1 1.525, H18 1.011, H19 1.006
8 H 0.054 -1.334 1.640  C1 1.085
9 H -0.751 -2.510 0.741  C1 1.103
10 H -1.516 -1.054 -1.035  C2 1.095
11 H -1.917 -0.139 0.330  C2 1.096
12 H -1.024 0.423 -2.643  C4 1.092
13 H -0.103 1.938 -2.468  C4 1.079
14 H 1.394 1.784 1.964  C5 1.087
15 H -0.370 1.440 1.930  C5 1.098
16 H 0.215 2.908 1.117  C5 1.084
17 H 1.611 0.765 0.001  N6 1.003
18 H 0.972 -1.911 -1.049  N7 1.011
19 H 1.211 -2.936 0.242  N7 1.006

Which of these has the highest HOMO energy?
C5H12N2